Molecular formula: C8H24O8PdS5
Method: DFT, the ωB97M-V functional and the def2-TZVPD basis

Results
Energy (a.u.): -3039.4483
Charge: +1
Multiplicity: 4
Gap between HOMO and LUMO (spin up / spin down) (eV): 9.5 / 5.4
LUMO energy (spin up / spin down) (eV): -2.030 / -6.406

Each line ends with the Mulliken charge.
Geometry (Å):
Pd1 0.66620 -0.15846 -0.81417  0.942
S1 2.11066 -1.16554 -2.81807  1.287
O1 2.44658 -0.23232 -3.81609  -0.439
O2 2.69374 -2.47972 -3.05523  -0.441
O3 2.54237 -0.71749 -1.50374  -0.585
O4 0.64534 -1.21466 -2.60756  -0.759
C1 -3.36021 1.99059 -0.87394  -0.884
S2 -2.85903 0.53655 0.10532  0.363
O5 -1.38650 0.39245 -0.05112  -0.075
C2 -2.95498 1.16647 1.77372  -0.807
H1 -3.19620 1.78542 -1.93182  0.323
H2 -2.86637 2.91102 -0.56243  0.131
H3 -4.40078 2.20901 -0.63393  0.426
H4 -2.58423 2.19042 1.72716  0.206
H5 -2.27618 0.58762 2.40003  0.217
H6 -3.99659 1.06100 2.07708  0.420
C3 0.08912 3.88575 0.94999  -0.617
S3 1.37461 3.34520 -0.20190  0.407
O6 1.05143 1.88566 -0.69991  -0.639
C4 1.08217 4.51849 -1.57486  -0.968
H7 0.41117 4.88412 1.24604  0.468
H8 -0.05539 3.40112 1.91557  0.272
H9 -0.83428 3.85907 0.37144  -0.030
H10 0.08118 4.36952 -1.97973  0.295
H11 1.67485 4.28313 -2.45885  0.355
H12 1.31122 5.53951 -1.26967  0.403
C5 2.90578 -1.85537 1.50808  -0.791
S4 2.03221 -0.37133 2.37364  0.372
O7 1.05413 0.17942 1.26225  -0.099
C6 1.09386 -0.91296 3.71795  -0.823
H13 3.59298 -2.26698 2.24729  0.504
H14 3.58660 -1.53813 0.71819  0.270
H15 2.19242 -2.65959 1.32798  0.078
H16 0.14538 -1.21293 3.27239  0.205
H17 0.97976 0.01688 4.27515  0.325
H18 1.59758 -1.64858 4.34502  0.418
C7 0.65771 -4.16077 -1.41636  -0.647
S5 -0.44498 -3.54491 -0.09794  0.301
O8 -0.02931 -2.04923 -0.04663  -0.218
C8 -2.06869 -3.61017 -0.96785  -0.937
H19 1.54659 -3.57252 -1.18842  0.038
H20 0.33212 -3.75976 -2.37619  0.240
H21 0.76979 -5.24428 -1.37733  0.483
H22 -2.75019 -3.11067 -0.27926  0.320
H23 -2.52256 -4.57649 -1.18765  0.401
H24 -2.08108 -2.93544 -1.82383  0.290